No. 1
Computed, not measured: C9H7ClIO4 as an isolated structure at a distorted geometry, with ωB97M-V with the def2-TZVPD basis set.

Geometry as XYZ:
```
22
Properties=species:S:1:pos:R:3:forces:R:3
C -0.121948 2.103328 0.538069 -1.291 -3.046 -0.369
C -1.447636 1.609707 -0.050606 1.180 0.642 -0.303
O -1.821735 2.028303 -1.103430 -0.742 0.166 -0.882
O -2.240608 0.641439 0.582093 0.985 -0.457 0.601
C -2.104813 -0.643255 -0.032735 -0.160 -0.181 -0.592
C -0.638916 -1.005754 -0.285877 -0.194 -0.279 0.995
C -0.049324 -0.902200 -1.470187 0.002 0.026 -0.081
C 1.414778 -1.229667 -1.663603 -1.080 0.419 1.585
O 1.898103 -1.305727 -2.744732 0.755 -0.151 -1.167
C 2.227658 -1.408413 -0.373506 0.726 0.137 -0.908
Cl 3.980803 -1.409909 -0.563360 -0.912 -0.077 -0.029
C 1.671416 -1.527531 0.818205 -0.712 0.230 0.118
C 0.160281 -1.478725 0.919532 0.702 0.379 -0.885
O -0.385241 -1.808335 1.929516 -0.484 -0.314 0.882
H -0.129897 2.227192 1.678163 -0.360 -1.119 -2.237
H 0.628379 1.319785 0.279395 -0.316 0.288 0.200
H 0.176650 3.018128 0.027417 -0.317 -0.292 0.206
H -2.591732 -1.391105 0.615574 0.390 0.479 -0.025
H -2.657616 -0.660279 -0.994428 0.390 0.129 0.284
H -0.666363 -0.528071 -2.298476 0.711 -0.295 0.001
H 2.263235 -1.623806 1.731693 -0.379 -0.062 -0.266
I 0.434527 3.974892 2.461283 1.108 3.379 2.874
```
Forces are in eV/Å.

Calculated values
Total energy: -1406.00469 a.u.
Net charge: -1
HOMO: -3.04 eV
Maximum force: 4.6 eV Å⁻¹
Lowest unoccupied orbital energy: 0.75 eV


No. 2
Computed, not measured: a 3-piece molecular cluster, C4H5BrN2O2S overall at a distorted geometry, with ωB97M-V with the def2-TZVPD basis set.

Geometry as XYZ:
```
15
Properties=species:S:1:pos:R:3:forces:R:3
C 0.633931 -0.438640 -0.433987 2.202 -1.024 1.996
C 1.751965 0.532230 -0.272870 0.990 2.508 -1.761
C 0.555383 -1.592465 0.249362 -1.790 0.042 -1.289
C -1.253443 -0.908105 -1.496729 1.648 -1.732 -1.105
N -0.201326 -0.209567 -1.505170 -1.904 0.889 -0.745
N 2.611659 0.582047 0.635257 -1.352 -2.622 1.405
O -1.845298 -2.781400 0.587741 0.967 0.881 -1.422
O -0.564161 -3.583944 -1.352071 0.171 0.873 -0.385
S -0.898907 -2.486930 -0.489957 -0.684 -0.151 3.038
Br -2.428592 -1.004811 -2.939895 -0.026 -0.024 0.160
H 1.829962 1.276139 -1.135295 -0.424 -1.015 0.617
H 0.986564 -1.884794 1.194198 0.214 -0.122 -0.228
H -3.302136 0.191653 -0.348176 2.803 1.664 -0.369
H -2.538296 0.602404 -0.489546 -3.124 -1.350 0.788
H 3.438977 1.124248 0.625722 0.309 1.183 -0.700
```
Forces are in eV/Å.

Calculated values
Total energy: -3387.44648 a.u.
HOMO: -10.28 eV
Maximum force: 3.5 eV Å⁻¹
Lowest unoccupied orbital energy: -1.64 eV
Energy relative to the best compared isomer or geometry (same formula, charge and spin): 397.5 kJ/mol


No. 3
Computed, not measured: a 2-piece molecular cluster, C4H8ClOP overall at a distorted geometry, with ωB97M-V with the def2-TZVPD basis set.

Geometry as XYZ:
```
15
Properties=species:S:1:pos:R:3:forces:R:3
C -1.308464 -0.763425 -0.426138 -0.093 0.552 1.656
C -0.796815 0.019047 0.498521 -1.528 -1.677 -2.105
C -2.737873 -1.190758 -0.459867 1.190 -2.916 -0.236
C 2.397039 1.613330 0.552987 0.632 1.872 1.810
O 1.842180 0.134870 -1.759788 0.097 0.270 0.481
P 1.637310 0.195824 -0.276692 1.560 0.001 -1.704
Cl 2.568908 -1.301463 0.713668 0.354 -0.742 0.440
H -0.779354 -1.151963 -1.215318 1.842 -0.446 -1.928
H -1.123192 0.347523 1.403433 -0.873 1.161 2.465
H -3.016829 -2.135810 -1.045602 0.783 1.284 1.018
H -3.197472 -0.402176 -0.875649 -2.213 2.670 -1.794
H -3.025562 -1.204492 0.538573 -1.149 -0.584 1.730
H 1.795256 1.922167 1.476521 0.687 -0.919 -0.983
H 3.477557 1.364415 0.939460 -2.000 0.704 -1.110
H 2.267312 2.552909 -0.064103 0.712 -1.231 0.261
```
Forces are in eV/Å.

Calculated values
Total energy: -1033.82681 a.u.
HOMO (spin up / spin down): -6.72 / -9.85 eV
Maximum force: 3.9 eV Å⁻¹
Lowest unoccupied orbital energy (spin up / spin down): 0.91 / -2.59 eV
2S+1: 3
Energy relative to the best compared isomer or geometry (same formula, charge and spin): 176.7 kJ/mol


- Which of these has the highest total energy?
  C4H8ClOP


- Number 2 is which compound?
  C4H5BrN2O2S


- Look up the maximum force of the third one.
  3.9 eV Å⁻¹


- What is the formula in the second record?
  C4H5BrN2O2S